Version w
Density functional theory data (ωB97M-V/def2-TZVPD) for an isolated ion of composition C5H11N2O and charge +1.

Each line ends with the Mulliken charge.
Geometry (Å):
O1 -0.40291 3.04502 0.07613  -0.522
C1 -0.08880 2.00583 -0.43900  0.039
C2 -0.63182 0.76541 0.40296  0.042
C3 0.60607 -0.09447 0.84615  -0.725
C4 0.97336 -0.86673 -0.44823  -0.535
C5 0.45265 -2.11295 -0.78936  -0.110
N1 0.64588 -2.58638 -2.05469  -0.425
N2 -1.27638 1.46474 1.69387  -0.470
H1 0.56049 1.96107 -1.29614  0.462
H2 -1.45177 0.20486 -0.22068  0.402
H3 0.10489 -0.97591 1.44102  0.303
H4 1.44935 0.45717 1.41513  0.332
H5 1.60070 -0.12555 -1.11626  0.216
H6 0.05988 -2.85257 -0.16088  0.385
H7 1.05213 -1.94991 -2.78984  0.203
H8 0.65146 -3.54797 -2.36255  0.213
H9 -2.29226 1.33572 1.62220  0.361
H10 -1.20575 2.58974 1.49510  0.439
H11 -0.80718 1.28289 2.68508  0.389

Summary:
SMILES string   N/C=C/C[C@@H]([NH3+])C=O
Spin multiplicity   1
HOMO level   -11.488 eV
Total charge   +1
Frontier orbital gap   0.2924 hartree

=====

Version x
Density functional theory data (ωB97M-V/def2-TZVPD) for a 2-piece molecular cluster, C5H11N2O overall.

Each line ends with the Mulliken charge.
Geometry (Å):
C1 -2.11366 0.56771 -1.29504  -0.754
C2 -1.24973 0.76737 -0.31813  -0.458
C3 1.18161 0.14214 -0.50737  0.178
C4 -0.12202 -0.53693 1.54757  -1.313
C5 -0.16280 -0.13957 0.10546  1.268
N1 1.70012 1.34892 -0.38934  -0.299
N2 1.80600 -0.83221 -1.09927  -0.270
O1 -0.44384 -1.84028 -0.86456  -0.694
H1 -2.88397 1.28452 -1.51846  0.311
H2 -2.09047 -0.33260 -1.89002  0.289
H3 -1.31241 1.65618 0.30661  0.320
H4 0.57748 -1.35099 1.71606  0.388
H5 0.19850 0.31565 2.14862  0.372
H6 -1.11242 -0.82824 1.88896  0.407
H7 1.20348 2.10020 0.06246  0.241
H8 2.60812 1.55940 -0.78130  0.229
H9 1.23692 -1.68840 -1.19598  0.290
H10 2.68946 -0.72194 -1.57386  0.209
H11 -1.09946 -2.28879 -0.32958  0.285

Summary:
Spin multiplicity   1
HOMO level   -14.357 eV
Total charge   +1
Frontier orbital gap   0.3782 hartree

=====

Which of them is least stable? Easy: version w.